No. 1
{
  "formula": "C10H16S",
  "method": "ωB97M-V/def2-TZVPD",
  "e_above_lowest_ev": 0.9744,
  "molar_mass_da": 168.31,
  "e_homo_ev": -8.30,
  "charge": 0,
  "homo_lumo_gap_ev": 9.21,
  "smiles": "Cc1ccccc1.CCSC",
  "species": ["C", "C", "C", "S", "H", "H", "H", "H", "H", "H", "H", "H", "C", "C", "C", "C", "C", "C", "C", "H", "H", "H", "H", "H", "H", "H", "H"],
  "xyz": [[0.72384, 2.79886, -0.95633], [1.67219, 1.93783, -0.17635], [-1.58796, 2.08609, 0.49516], [-0.56044, 3.53620, 0.16609], [1.18015, 3.65730, -1.43909], [0.06847, 2.36679, -1.71449], [1.57100, 1.79488, 0.89756], [2.72155, 2.20255, -0.31785], [-2.27854, 2.45070, 1.26105], [-2.30119, 1.87345, -0.30274], [-0.95365, 1.23547, 0.71181], [1.65642, 0.88881, -0.50778], [-0.88245, -1.30895, -1.91917], [-1.26041, -1.63860, 0.55071], [-0.39348, -1.62530, -0.53095], [-0.77155, -1.92743, 1.83959], [0.56373, -2.23015, 2.05171], [0.94219, -1.97938, -0.33924], [1.40444, -2.25435, 0.93907], [-2.25158, -1.21035, 0.63876], [-1.46704, -2.16586, 2.63341], [-0.26871, -0.52909, -2.37806], [-1.95095, -1.17816, -2.05009], [0.89601, -2.36014, 3.07217], [1.72446, -1.95796, -1.08562], [2.47938, -2.30978, 1.05855], [-0.67589, -2.15344, -2.59786]],
  "nbo_charge": [-0.515, -0.657, -0.758, 0.157, 0.226, 0.218, 0.230, 0.218, 0.233, 0.207, 0.225, 0.215, -0.640, -0.237, -0.008, -0.194, -0.231, -0.228, -0.195, 0.219, 0.209, 0.219, 0.223, 0.216, 0.216, 0.209, 0.221]
}

No. 2
{
  "formula": "C10H16Si",
  "method": "ωB97M-V/def2-TZVPD",
  "e_above_lowest_ev": 4.7633,
  "molar_mass_da": 164.32,
  "e_homo_ev": -6.33,
  "charge": 0,
  "homo_lumo_gap_ev": 5.79,
  "smiles": "CC1=CC(C)=C(C)C1=[Si](C)C",
  "species": ["C", "C", "C", "C", "C", "C", "C", "C", "C", "C", "Si", "H", "H", "H", "H", "H", "H", "H", "H", "H", "H", "H", "H", "H", "H", "H", "H"],
  "xyz": [[1.98625, 1.22727, -0.33798], [2.22127, -0.11889, -0.07280], [1.00180, -0.73147, 0.11039], [-0.06274, 0.20196, 0.07874], [0.45583, 1.48301, -0.21966], [3.55655, -0.72973, 0.06439], [0.92328, -2.19918, 0.44063], [-0.15131, 2.82585, -0.13901], [-3.15056, 0.90006, 0.86225], [-2.63813, -1.54430, -0.88263], [-1.79269, -0.17590, 0.10437], [2.73456, 2.03064, -0.73841], [3.58985, -1.77142, 0.61368], [4.34092, 0.07072, 0.42097], [3.80811, -0.92573, -0.96881], [0.83459, -2.72044, -0.48915], [-0.07260, -2.39165, 0.89197], [1.83147, -2.59154, 0.83976], [-0.81013, 3.00726, -1.06488], [0.60701, 3.62716, -0.18072], [-0.70717, 2.75712, 0.84894], [-3.40044, 0.47924, 1.94059], [-3.10511, 1.94913, 0.82467], [-4.07210, 0.83664, 0.21137], [-1.69890, -2.18567, -0.96039], [-3.38856, -2.17057, -0.30425], [-2.84104, -1.13955, -1.89405]],
  "nbo_charge": [-0.276, -0.082, -0.081, -0.713, -0.032, -0.628, -0.624, -0.650, -1.179, -1.170, 1.765, 0.206, 0.210, 0.221, 0.218, 0.197, 0.188, 0.222, 0.199, 0.232, 0.213, 0.264, 0.260, 0.248, 0.253, 0.264, 0.273]
}

No. 3
{
  "formula": "C10H17BCl2F4O2Ru",
  "method": "ωB97M-V/def2-TZVPD",
  "e_above_lowest_ev": 0.0000,
  "molar_mass_da": 428.02,
  "spin_multiplicity": 5,
  "e_homo_ev": [-1.27, -1.30],
  "s_squared": 6.03,
  "charge": -2,
  "homo_lumo_gap_ev": [6.20, 6.12],
  "species": ["C", "C", "C", "C", "C", "C", "C", "C", "C", "C", "Ru", "Cl", "Cl", "O", "H", "H", "H", "H", "H", "H", "H", "H", "H", "H", "H", "H", "H", "H", "H", "H", "O", "H", "F", "B", "F", "F", "F"],
  "xyz": [[-0.87503, -0.44196, -1.28472], [-0.72403, -1.58199, -0.40024], [0.65163, -1.75473, -0.13679], [-1.81459, -2.45552, 0.10725], [1.38333, -0.80961, -0.89812], [0.45187, 0.02119, -1.61106], [0.79322, 1.05417, -2.61382], [-2.12531, -0.00921, -1.95161], [1.22733, -2.76601, 0.78655], [2.85994, -0.67933, -0.91792], [-0.24554, 0.92377, 0.40156], [-2.77928, -1.97770, 4.03222], [-2.17814, 0.36166, 1.33804], [1.64404, 1.31979, 0.56452], [-2.79232, -2.00133, -0.05726], [-1.72722, -2.63968, 1.18564], [-1.79812, -3.42852, -0.40673], [0.56569, -2.94551, 1.63717], [2.19436, -2.44030, 1.17701], [1.38245, -3.72637, 0.27545], [3.29294, -0.78851, 0.07937], [3.16554, 0.29007, -1.31046], [3.30136, -1.45332, -1.55345], [1.68375, 1.61116, -2.31211], [-0.02103, 1.77180, -2.73297], [0.99900, 0.58850, -3.58443], [-2.97096, -0.06248, -1.26198], [-2.33058, -0.65318, -2.81390], [-2.03546, 1.02425, -2.29345], [1.75422, 1.72836, 1.45240], [-0.81796, 2.53058, -0.52594], [-0.24746, 3.22740, -0.16150], [-0.12493, 1.96184, 2.49941], [-0.39364, 3.29333, 3.18879], [0.62063, 4.13697, 2.72788], [-1.66858, 3.70611, 2.81539], [-0.30118, 3.06432, 4.55982]],
  "nbo_charge": [-0.117, 0.032, -0.056, -0.673, 0.022, -0.114, -0.634, -0.642, -0.650, -0.636, 1.388, -0.989, -0.320, -0.974, 0.233, 0.282, 0.193, 0.244, 0.207, 0.192, 0.222, 0.223, 0.191, 0.217, 0.238, 0.186, 0.241, 0.188, 0.228, 0.474, -0.928, 0.467, -0.609, 1.374, -0.579, -0.559, -0.563]
}

No. 4
{
  "formula": "C10H17BN2O5S",
  "method": "ωB97M-V/def2-TZVPD",
  "molar_mass_da": 288.13,
  "e_homo_ev": -10.81,
  "charge": 0,
  "homo_lumo_gap_ev": 10.91,
  "smiles": "CCOB(O)[C@@](C#N)(CC#N)CCCCS(=O)(=O)O",
  "species": ["C", "C", "O", "B", "O", "C", "C", "N", "C", "C", "N", "C", "C", "C", "C", "S", "O", "O", "O", "H", "H", "H", "H", "H", "H", "H", "H", "H", "H", "H", "H", "H", "H", "H", "H", "H"],
  "xyz": [[2.75998, 2.91604, 0.45024], [3.01664, 1.43651, 0.65766], [2.71512, 0.67151, -0.52593], [1.45288, 0.18798, -0.70678], [0.47120, 0.99812, -1.23749], [1.13101, -1.34267, -0.26899], [0.94789, -2.09985, -1.51223], [0.82204, -2.68891, -2.49087], [2.32275, -1.96046, 0.51247], [3.54606, -2.13997, -0.26853], [4.53359, -2.23268, -0.84154], [-0.13477, -1.50788, 0.61503], [-1.45138, -0.96860, 0.03502], [-1.97645, 0.29101, 0.74716], [-3.50203, 0.35453, 0.85342], [-4.34802, 0.91195, -0.61592], [-5.52774, 0.12407, -0.81215], [-4.41800, 2.33522, -0.56330], [-3.33707, 0.56650, -1.80042], [2.75067, 3.42703, 1.41436], [3.53103, 3.35175, -0.18433], [1.79987, 3.07723, -0.04114], [4.07090, 1.25223, 0.86606], [2.44327, 1.05207, 1.50932], [0.10940, 0.67924, -2.07068], [2.54810, -1.34879, 1.38650], [2.01157, -2.94425, 0.87512], [0.08450, -1.06847, 1.59248], [-0.25381, -2.58122, 0.78594], [-2.21145, -1.74666, 0.13732], [-1.33126, -0.74102, -1.02044], [-1.59339, 0.33417, 1.76895], [-1.63469, 1.18567, 0.22401], [-3.80165, 1.09097, 1.59988], [-3.93731, -0.60411, 1.13780], [-3.60942, -0.26821, -2.20801]],
  "nbo_charge": [-0.636, -0.051, -0.745, 1.261, -0.925, -0.500, 0.279, -0.303, -0.479, 0.282, -0.295, -0.354, -0.415, -0.406, -0.676, 2.370, -0.939, -0.919, -0.896, 0.214, 0.219, 0.225, 0.197, 0.154, 0.516, 0.251, 0.251, 0.207, 0.218, 0.209, 0.220, 0.210, 0.241, 0.259, 0.241, 0.514]
}

No. 5
{
  "formula": "C10H17BO5",
  "method": "ωB97M-V/def2-TZVPD",
  "e_above_lowest_ev": 0.0000,
  "molar_mass_da": 228.05,
  "e_homo_ev": -11.02,
  "charge": 0,
  "homo_lumo_gap_ev": 9.98,
  "smiles": "O=C1C=C(B(O)O)C(=O)O1.CCCCCC",
  "species": ["O", "C", "C", "C", "B", "O", "O", "C", "O", "O", "H", "H", "H", "C", "C", "C", "C", "C", "C", "H", "H", "H", "H", "H", "H", "H", "H", "H", "H", "H", "H", "H", "H"],
  "xyz": [[6.68675, -1.48688, -1.21704], [5.89006, -0.68277, -1.58732], [4.42419, -0.64225, -1.31412], [3.86503, 0.26209, -2.11668], [2.32556, 0.61074, -2.21410], [1.65487, 1.33332, -1.26157], [1.62987, 0.14333, -3.30091], [4.96632, 0.84247, -2.92882], [4.92507, 1.55106, -3.87860], [6.17438, 0.36264, -2.41396], [3.95259, -1.27902, -0.58430], [1.30459, 0.71969, -0.60086], [1.95624, -0.72339, -3.57034], [-4.73297, 0.67806, 1.96319], [-3.27243, 0.95593, 2.30554], [-2.37435, 1.09691, 1.07755], [-2.29520, -0.14942, 0.19401], [-1.81286, -1.41283, 0.90554], [-0.39785, -1.28801, 1.46138], [-4.85109, -0.26541, 1.42819], [-5.34026, 0.61851, 2.86698], [-5.14305, 1.47319, 1.33724], [-2.89363, 0.16623, 2.96061], [-3.21265, 1.88103, 2.88413], [-1.36979, 1.38144, 1.40380], [-2.73514, 1.92985, 0.46692], [-1.62343, 0.06280, -0.64503], [-3.27364, -0.34490, -0.25175], [-1.84401, -2.24303, 0.19544], [-2.49827, -1.67946, 1.71394], [0.30955, -1.05807, 0.65797], [-0.07812, -2.22056, 1.92732], [-0.32661, -0.50218, 2.21420]],
  "nbo_charge": [-0.499, 0.742, -0.234, -0.427, 1.157, -0.906, -0.867, 0.766, -0.483, -0.491, 0.237, 0.507, 0.498, -0.610, -0.399, -0.397, -0.399, -0.401, -0.602, 0.200, 0.211, 0.203, 0.191, 0.204, 0.196, 0.205, 0.199, 0.205, 0.202, 0.198, 0.173, 0.215, 0.206]
}

No. 6
{
  "formula": "C10H17Cl2F5MoO3Te",
  "method": "ωB97M-V/def2-TZVPD",
  "e_above_lowest_ev": 1.0497,
  "molar_mass_da": 574.68,
  "spin_multiplicity": 3,
  "e_homo_ev": [-0.65, -0.82],
  "s_squared": 2.02,
  "charge": -2,
  "homo_lumo_gap_ev": [5.59, 5.77],
  "species": ["C", "C", "C", "C", "C", "C", "C", "C", "C", "C", "Mo", "Cl", "Cl", "O", "H", "H", "H", "H", "H", "H", "H", "H", "H", "H", "H", "H", "H", "H", "H", "H", "O", "H", "F", "Te", "F", "F", "F", "F", "O"],
  "xyz": [[0.33501, -1.21841, -1.53334], [1.20961, -0.07445, -1.72831], [0.36928, 1.11366, -1.71920], [2.66681, -0.10806, -2.01652], [-1.00474, 0.66374, -1.55442], [-1.00982, -0.75568, -1.50175], [-2.23263, -1.60010, -1.47676], [0.74765, -2.64516, -1.57938], [0.79576, 2.51312, -1.96539], [-2.20880, 1.53202, -1.62291], [0.55629, 0.32004, 0.31607], [2.24978, 1.70803, 0.82926], [1.82846, -1.49802, 1.17209], [-0.67191, 1.71112, 1.00177], [3.07610, -1.09951, -1.81224], [3.20855, 0.61957, -1.40411], [2.84253, 0.13615, -3.06881], [1.81306, 2.69520, -1.61122], [0.12165, 3.20558, -1.45223], [0.76168, 2.72618, -3.03792], [-2.01425, 2.48898, -1.13419], [-3.04731, 1.04329, -1.11883], [-2.50205, 1.71881, -2.66524], [-3.01749, -1.10460, -0.89948], [-2.02619, -2.56175, -1.00390], [-2.61449, -1.78231, -2.49102], [1.75735, -2.78136, -1.18869], [0.71170, -3.03164, -2.60603], [0.06346, -3.24173, -0.97053], [-0.51226, 1.68019, 1.98488], [-1.37350, -1.60421, 1.33568], [-1.18712, -1.09244, 2.18385], [-0.37056, -0.66372, 6.51283], [0.07580, 0.08635, 4.81865], [-0.72800, 1.67810, 5.49236], [0.78507, -1.63118, 4.41754], [-1.65815, -0.52974, 4.29196], [1.73773, 0.56667, 5.61180], [0.46593, 0.81729, 3.19369]],
  "lowdin_spin": [0.005, 0.021, 0.015, 0.010, -0.002, 0.021, 0.002, 0.001, 0.007, -0.002, 1.592, 0.108, 0.034, 0.096, 0.000, 0.002, 0.002, 0.001, 0.000, 0.001, 0.000, 0.000, -0.001, 0.000, 0.000, 0.002, 0.000, 0.000, 0.000, 0.003, 0.075, -0.002, 0.000, 0.001, 0.001, 0.000, 0.001, 0.000, 0.006]
}

no.,DFT total energy (eV)
1,-21463.8753
2,-18503.1917
3,-53920.5401
4,-35376.1321
5,-21561.9543
6,-64572.9523